No. 1
{"formula": "C4H5N3", "method": "wB97M-V/def2-TZVPD", "homo_ev": -9.073, "spin_multiplicity": 1, "smiles": "N#CN1C=NCC1", "e_lumo_ev": 0.704, "e_above_lowest_ev": 2.9301, "orbital_gap_ev": 9.778, "elements": ["N", "C", "N", "C", "N", "C", "C", "H", "H", "H", "H", "H"], "coordinates": [[-3.244, 0.428, -0.219], [-2.101, 0.253, -0.191], [-0.862, 0.006, 0.009], [-0.108, -1.469, 0.118], [1.099, -1.293, 0.061], [1.481, 0.112, -0.086], [0.192, 0.985, 0.099], [-0.825, -2.237, 0.227], [1.973, 0.062, -1.025], [2.376, 0.132, 0.617], [0.048, 1.326, 1.130], [-0.029, 1.694, -0.739]], "forces_ev_per_a": [[-0.34, 0.13, -0.44], [-1.90, 0.03, 0.48], [3.14, -4.16, -0.13], [-2.28, 4.37, -0.40], [0.21, -0.97, 0.30], [1.05, -1.15, 1.51], [-0.12, -0.25, -0.41], [-0.14, -1.08, 0.04], [0.09, 0.93, -1.31], [-1.44, 1.12, -0.39], [0.88, 1.03, -0.39], [0.86, -0.01, 1.14]]}

=====

No. 2
{"formula": "H10O4S", "method": "wB97M-V/def2-TZVPD", "homo_ev": -9.856, "spin_multiplicity": 1, "e_lumo_ev": -6.350, "e_above_lowest_ev": 8.8402, "orbital_gap_ev": 3.506, "elements": ["S", "H", "H", "H", "H", "O", "H", "H", "O", "H", "H", "O", "H", "H", "O"], "coordinates": [[0.100, -1.194, -1.936], [1.546, 0.173, -0.059], [0.227, -1.605, -3.197], [-0.253, -2.186, 0.239], [0.284, -1.296, 1.360], [-0.525, -1.746, 1.052], [1.228, 0.812, 0.210], [1.483, 0.179, 2.983], [0.824, 0.239, 2.283], [-1.158, 1.961, -2.144], [-0.099, 0.953, -2.425], [-0.266, 1.908, -2.488], [-0.653, 0.980, 1.873], [-1.251, 0.048, 0.831], [-1.487, 0.775, 1.417]], "forces_ev_per_a": [[-0.03, -0.03, 0.82], [0.04, -0.24, -0.29], [0.27, -0.02, -0.40], [-0.06, -0.30, 0.17], [-0.27, 0.05, 0.31], [0.28, -0.25, -0.53], [-0.01, -0.06, 0.22], [0.24, 0.09, 0.20], [0.16, 0.01, -0.59], [-0.29, 0.29, 0.12], [0.04, 0.48, -0.10], [0.16, -0.33, -0.05], [0.00, 0.03, -0.05], [-0.05, -0.44, 0.14], [-0.48, 0.71, 0.04]]}

=====

No. 3
{"formula": "C4H13N2O", "method": "wB97M-V/def2-TZVPD", "homo_ev": -14.574, "spin_multiplicity": 1, "charge": 1, "e_lumo_ev": -7.703, "e_above_lowest_ev": 5.9158, "orbital_gap_ev": 6.871, "elements": ["C", "C", "C", "C", "N", "N", "H", "H", "H", "H", "H", "H", "H", "H", "H", "H", "H", "H", "H", "O"], "coordinates": [[-1.482, -0.376, 1.243], [-1.777, -0.228, -0.277], [-0.442, -0.019, -0.946], [0.120, -1.182, -1.532], [1.401, -1.241, -1.913], [0.156, 1.152, -0.839], [-2.393, -0.655, 1.788], [-0.649, -1.061, 1.479], [-1.020, 0.563, 1.639], [-2.439, 0.634, -0.498], [-2.361, -1.066, -0.643], [-0.377, -2.118, -1.321], [1.799, -0.332, -2.125], [1.961, -1.873, -1.333], [0.293, 1.270, 4.448], [0.055, 1.917, 4.164], [-0.358, 1.989, -1.136], [1.684, 0.902, -0.624], [3.172, 1.087, -1.127], [2.658, 0.637, -0.448]], "forces_ev_per_a": [[0.81, 0.84, 0.29], [-0.66, 0.64, -0.28], [-2.77, 3.94, 0.53], [4.21, -1.70, 1.24], [-2.89, 0.84, 0.84], [0.00, -2.61, -3.36], [0.43, 0.11, -0.11], [-0.60, -0.40, -0.36], [-0.91, -0.37, -0.34], [0.48, -0.15, 0.47], [0.28, -0.45, -0.14], [-0.03, -0.28, -0.11], [0.59, 0.02, 0.48], [0.34, -0.70, -1.21], [-0.05, 0.13, -0.07], [0.05, -0.13, 0.06], [-0.56, -0.10, 1.88], [1.85, 0.30, 0.37], [0.19, 0.22, 0.25], [-0.77, -0.14, -0.43]]}

=====

No. 4
{"formula": "C41H56CrN5O2S2Si2Te", "method": "wB97M-V/def2-TZVPD", "homo_ev": [-7.092, -7.141], "spin_multiplicity": 2, "e_lumo_ev": [-0.062, 0.346], "s_squared": 0.763, "orbital_gap_ev": [7.030, 7.487], "elements": ["Cr", "O", "C", "O", "C", "C", "C", "C", "C", "C", "S", "H", "H", "H", "H", "C", "C", "C", "C", "C", "C", "C", "N", "C", "N", "C", "C", "C", "C", "C", "C", "C", "N", "C", "C", "C", "C", "C", "C", "C", "H", "H", "H", "H", "H", "H", "H", "H", "H", "H", "H", "H", "H", "H", "H", "H", "H", "H", "H", "H", "H", "H", "S", "C", "N", "C", "C", "C", "N", "H", "H", "H", "H", "H", "H", "H", "H", "C", "Si", "C", "C", "C", "Te", "C", "Si", "C", "C", "C", "H", "H", "H", "H", "H", "H", "H", "H", "H", "H", "H", "H", "H", "H", "H", "H", "H", "H", "H", "H", "H", "H"], "coordinates": [[-0.714, 0.358, -0.283], [-3.218, -2.210, -2.236], [-2.492, -1.900, -1.298], [-1.996, -0.720, -1.159], [-2.150, -2.926, -0.251], [-3.029, -4.003, -0.128], [-2.846, -4.976, 0.836], [-1.759, -4.881, 1.697], [-0.868, -3.832, 1.575], [-1.040, -2.841, 0.602], [0.209, -1.601, 0.516], [-3.869, -4.034, -0.810], [-3.546, -5.796, 0.922], [-1.610, -5.625, 2.470], [-0.018, -3.753, 2.243], [2.147, 6.511, 1.146], [0.654, 6.689, 1.134], [0.068, 7.935, 1.306], [-1.310, 8.092, 1.314], [-2.126, 6.988, 1.135], [-1.567, 5.734, 0.941], [-0.183, 5.579, 0.951], [0.445, 4.334, 0.735], [-0.122, 3.085, 0.822], [-0.988, 2.959, 1.828], [-1.854, 1.896, 2.134], [-1.857, 0.735, 1.361], [-2.766, -0.247, 1.777], [-3.622, -0.074, 2.848], [-3.585, 1.105, 3.582], [-2.693, 2.104, 3.243], [-2.630, 3.381, 4.044], [0.242, 2.090, 0.021], [1.191, 2.509, -0.988], [0.707, 2.849, -2.249], [1.560, 3.309, -3.235], [2.907, 3.472, -2.949], [3.380, 3.184, -1.681], [2.543, 2.707, -0.675], [3.098, 2.486, 0.709], [2.643, 7.445, 1.399], [2.523, 6.186, 0.170], [2.437, 5.755, 1.880], [0.709, 8.797, 1.448], [-1.740, 9.075, 1.452], [-3.202, 7.101, 1.138], [-2.205, 4.882, 0.749], [1.281, 4.375, 0.174], [-1.092, 3.781, 2.401], [-2.809, -1.186, 1.246], [-4.320, -0.859, 3.110], [-4.250, 1.247, 4.425], [-3.352, 3.349, 4.857], [-2.868, 4.258, 3.434], [-1.641, 3.530, 4.489], [-0.354, 2.746, -2.443], [1.178, 3.531, -4.222], [3.586, 3.843, -3.705], [4.427, 3.347, -1.449], [3.844, 1.695, 0.686], [2.328, 2.195, 1.419], [3.585, 3.394, 1.076], [0.805, -0.109, -2.496], [0.565, -1.734, -2.956], [1.593, -2.582, -2.888], [1.479, -4.007, -3.159], [0.049, -4.445, -2.888], [-0.881, -3.572, -3.715], [-0.592, -2.166, -3.448], [2.425, -2.223, -2.448], [2.182, -4.535, -2.515], [1.746, -4.212, -4.201], [-0.176, -4.306, -1.827], [-0.087, -5.494, -3.145], [-1.924, -3.748, -3.459], [-0.743, -3.782, -4.780], [-1.379, -1.534, -3.408], [5.308, 0.091, -2.685], [6.342, -0.170, -1.126], [7.993, -0.934, -1.636], [6.744, 1.515, -0.363], [5.510, -1.325, 0.103], [3.327, -1.325, 0.075], [3.267, -2.273, 2.026], [3.127, -1.073, 3.476], [4.680, 0.001, 3.588], [1.592, 0.018, 3.383], [3.025, -2.094, 5.065], [5.684, 0.942, -3.256], [4.258, 0.287, -2.452], [5.353, -0.791, -3.328], [8.531, -0.282, -2.328], [7.849, -1.897, -2.131], [8.633, -1.100, -0.767], [7.397, 2.067, -1.042], [7.263, 1.407, 0.592], [5.856, 2.125, -0.191], [5.806, -1.063, 1.122], [5.850, -2.347, -0.071], [4.169, -2.883, 2.098], [2.406, -2.938, 2.006], [4.808, 0.646, 2.715], [5.577, -0.616, 3.682], [4.626, 0.639, 4.472], [1.509, 0.525, 2.421], [1.594, 0.772, 4.174], [0.688, -0.583, 3.494], [3.817, -2.844, 5.114], [2.068, -2.616, 5.134], [3.117, -1.455, 5.947]], "forces_ev_per_a": [[-0.15, -1.73, 0.43], [0.03, 0.11, 0.08], [-0.09, -0.32, -0.06], [0.01, 0.68, 0.00], [0.01, -0.03, 0.14], [0.03, 0.07, -0.07], [-0.03, -0.05, 0.00], [0.01, -0.03, -0.02], [0.04, 0.00, -0.07], [-0.11, 0.10, 0.09], [-0.17, 0.44, -0.14], [-0.01, -0.04, 0.01], [-0.01, 0.01, 0.02], [0.01, 0.00, -0.01], [-0.01, -0.02, 0.02], [-0.08, 0.02, 0.00], [0.00, -0.13, 0.06], [-0.01, -0.02, -0.01], [0.01, 0.07, 0.02], [-0.01, 0.03, 0.03], [0.06, -0.04, -0.09], [-0.13, 0.18, 0.13], [0.12, -0.11, -0.24], [0.10, -0.09, 0.19], [-0.07, -0.01, 0.01], [0.00, -0.27, -0.15], [0.00, 0.22, -0.25], [-0.11, -0.11, 0.02], [0.04, -0.11, -0.08], [0.10, 0.09, -0.03], [-0.07, 0.04, 0.14], [-0.03, -0.09, -0.05], [0.05, 0.75, -0.14], [0.15, 0.33, 0.00], [-0.02, 0.01, 0.09], [0.00, -0.01, 0.00], [0.06, 0.01, -0.01], [0.03, 0.04, 0.00], [-0.15, -0.18, 0.03], [0.02, 0.08, -0.09], [0.02, 0.00, -0.02], [0.03, 0.01, 0.02], [0.04, 0.00, -0.02], [0.00, 0.00, -0.01], [-0.01, -0.01, 0.02], [0.00, -0.02, -0.04], [-0.03, 0.03, 0.01], [-0.01, -0.01, -0.10], [0.09, 0.01, -0.01], [-0.07, 0.06, 0.01], [0.01, 0.00, 0.02], [0.01, 0.02, 0.01], [0.00, 0.01, 0.01], [0.03, 0.03, 0.04], [0.00, 0.04, 0.00], [0.02, -0.06, -0.04], [-0.03, 0.04, 0.02], [-0.01, -0.03, -0.02], [-0.01, -0.01, -0.02], [-0.01, -0.07, 0.07], [0.03, -0.03, 0.02], [-0.03, 0.01, 0.00], [0.05, 0.58, -0.02], [0.06, -0.16, -0.08], [-0.19, -0.06, -0.13], [-0.06, -0.08, 0.01], [0.04, 0.13, -0.04], [0.04, -0.16, -0.05], [-0.01, -0.16, 0.09], [0.01, -0.01, 0.14], [0.03, 0.05, 0.01], [0.03, -0.03, 0.03], [0.00, -0.07, 0.00], [-0.01, -0.01, 0.00], [0.00, 0.06, 0.00], [-0.02, 0.02, 0.01], [0.06, 0.09, 0.03], [0.02, -0.11, 0.31], [0.26, 0.18, -0.25], [-0.18, 0.04, 0.09], [-0.17, -0.22, -0.02], [-0.18, 0.15, 0.01], [0.79, -0.16, 0.36], [-0.13, 0.25, -0.10], [0.05, 0.09, 0.18], [-0.17, -0.14, -0.09], [0.12, -0.17, -0.05], [0.01, 0.09, -0.19], [0.02, 0.00, -0.01], [-0.03, 0.04, -0.04], [-0.03, -0.01, -0.02], [-0.01, 0.02, 0.00], [-0.02, -0.01, 0.01], [0.01, 0.00, 0.00], [0.01, 0.00, 0.00], [0.03, -0.01, 0.00], [-0.01, -0.03, 0.03], [0.01, 0.08, -0.03], [-0.11, -0.03, -0.04], [0.00, -0.01, -0.01], [-0.03, -0.06, -0.02], [-0.03, -0.01, -0.02], [0.00, -0.01, 0.00], [-0.01, 0.02, 0.00], [0.01, -0.01, -0.02], [0.08, -0.02, 0.01], [-0.02, -0.01, -0.01], [0.02, 0.01, -0.01], [0.00, -0.01, -0.02], [-0.01, 0.02, 0.00]]}

=====

No. 5
{"formula": "C18H18HgIN2O2S2", "method": "wB97M-V/def2-TZVPD", "homo_ev": [0.282, -0.966], "spin_multiplicity": 2, "charge": -2, "e_lumo_ev": [4.376, 4.372], "s_squared": 0.783, "orbital_gap_ev": [4.094, 5.338], "elements": ["Hg", "C", "C", "N", "C", "C", "C", "O", "C", "C", "N", "C", "C", "C", "C", "C", "C", "I", "C", "O", "H", "H", "H", "H", "H", "H", "H", "H", "H", "H", "H", "H", "C", "C", "S", "C", "C", "S", "H", "H", "H", "H", "H", "H"], "coordinates": [[-0.700, -0.053, -0.865], [0.478, -1.446, -5.276], [1.484, -0.527, -4.645], [2.418, 0.007, -5.434], [3.313, 0.814, -4.847], [3.330, 1.116, -3.504], [4.381, 2.055, -2.992], [3.863, 3.313, -2.537], [2.340, 0.561, -2.630], [2.403, 0.838, -1.245], [1.454, 0.661, -0.281], [1.917, 0.548, 1.000], [3.169, -0.054, 1.285], [3.657, -0.186, 2.569], [2.923, 0.269, 3.659], [1.694, 0.871, 3.420], [1.208, 1.019, 2.132], [-0.578, 2.075, 1.887], [1.375, -0.311, -3.247], [0.457, -0.959, -2.597], [0.653, -1.487, -6.352], [-0.540, -1.106, -5.074], [0.547, -2.451, -4.850], [4.064, 1.254, -5.501], [5.076, 2.292, -3.799], [4.962, 1.592, -2.182], [3.038, 3.112, -2.077], [3.331, 1.291, -0.891], [3.725, -0.458, 0.449], [4.615, -0.671, 2.725], [3.293, 0.163, 4.671], [1.108, 1.252, 4.247], [-4.324, -0.966, 1.941], [-3.403, -0.515, 0.818], [-1.974, -1.544, 0.674], [-3.706, 0.563, 0.069], [-4.967, 1.361, 0.314], [-2.780, 1.240, -1.280], [-3.931, -1.873, 2.397], [-5.336, -1.184, 1.583], [-4.405, -0.210, 2.729], [-5.544, 0.999, 1.165], [-5.611, 1.338, -0.571], [-4.718, 2.412, 0.491]], "forces_ev_per_a": [[0.03, -0.08, -0.08], [0.00, 0.02, 0.00], [-0.02, -0.03, 0.04], [0.00, 0.00, -0.02], [0.01, 0.00, 0.00], [0.00, 0.01, -0.01], [0.00, -0.03, 0.00], [0.00, 0.01, 0.01], [0.00, 0.01, 0.03], [-0.01, -0.02, -0.06], [0.01, -0.01, 0.02], [0.01, 0.01, 0.03], [-0.02, 0.01, -0.05], [0.03, -0.02, 0.03], [-0.01, 0.00, 0.01], [0.02, -0.01, -0.04], [-0.03, 0.01, 0.03], [0.00, 0.01, 0.01], [-0.01, -0.05, -0.06], [0.01, 0.12, 0.05], [0.00, 0.00, 0.00], [0.00, 0.00, 0.00], [0.00, 0.00, 0.00], [0.00, 0.01, 0.01], [0.00, 0.00, 0.00], [0.00, 0.01, 0.00], [0.00, 0.00, 0.00], [-0.01, 0.01, 0.01], [0.00, 0.00, 0.01], [0.00, 0.00, -0.01], [0.00, 0.00, 0.00], [-0.01, 0.00, 0.00], [0.00, 0.00, -0.01], [0.01, 0.00, 0.01], [0.02, -0.01, 0.04], [-0.02, 0.02, -0.01], [0.00, -0.01, 0.00], [0.01, -0.01, 0.01], [0.00, 0.00, 0.00], [0.00, 0.00, 0.01], [0.00, 0.00, 0.00], [-0.01, 0.01, 0.00], [0.00, 0.00, 0.00], [0.00, 0.00, 0.00]]}

=====

No. 6
{"formula": "C5H11BrN3O2", "method": "wB97M-V/def2-TZVPD", "homo_ev": -14.060, "spin_multiplicity": 1, "smiles": "CC[C@@]1(O)NC(N)=[NH+][C@H](Br)O1", "charge": 1, "e_lumo_ev": -4.148, "e_above_lowest_ev": 0.0000, "orbital_gap_ev": 9.911, "elements": ["C", "C", "C", "O", "N", "C", "N", "N", "C", "Br", "O", "H", "H", "H", "H", "H", "H", "H", "H", "H", "H", "H"], "coordinates": [[2.698, 1.000, 0.178], [1.733, -0.091, 0.638], [0.551, -0.241, -0.292], [0.960, -0.704, -1.521], [-0.424, -1.298, 0.244], [-1.693, -0.948, 0.050], [-2.578, -1.628, -0.626], [-2.118, 0.266, 0.619], [-1.128, 1.343, 0.386], [-2.002, 2.881, -0.362], [-0.170, 0.943, -0.545], [2.882, 0.923, -0.895], [3.656, 0.882, 0.682], [2.310, 1.995, 0.396], [1.391, 0.061, 1.664], [2.242, -1.060, 0.607], [0.576, -0.147, -2.216], [-0.173, -2.172, -0.213], [-2.461, -2.602, -0.868], [-3.442, -1.166, -0.877], [-2.119, 0.088, 1.624], [-0.691, 1.676, 1.328]], "forces_ev_per_a": [[-0.07, 0.01, -0.01], [0.18, -0.17, -0.05], [0.35, 0.35, 0.18], [0.01, 0.05, -0.02], [-0.14, -0.46, -0.76], [-0.04, 0.47, 0.20], [-0.27, -0.28, 0.22], [0.70, 0.11, -0.28], [-0.13, 0.19, 0.13], [0.00, 0.02, -0.02], [-0.17, -0.22, 0.04], [-0.01, 0.01, 0.07], [-0.08, 0.06, 0.04], [0.04, -0.03, -0.04], [-0.04, 0.03, -0.05], [-0.08, 0.03, 0.12], [0.02, -0.10, 0.08], [0.13, -0.01, 0.10], [0.18, 0.13, -0.29], [-0.17, -0.14, 0.42], [-0.47, 0.08, -0.02], [0.07, -0.11, -0.04]]}